A molecular structure, C29H37As2CrN4O2S2. Source: OMol25; level of theory: wB97M-V/def2-TZVPD.

Last column: Löwdin charge in e.
Atoms and positions in Å:
Cr 1.04855 -1.26113 0.68022  0.021
N 1.29463 -1.42337 2.79297  -0.035
N 0.00736 -1.09286 3.31030  0.030
C -0.67477 -0.08752 2.57447  -0.689
O -1.57670 0.52532 3.07839  0.111
O -0.30815 -0.03919 1.31753  -0.248
H 1.54276 -2.35273 3.12130  0.114
H 2.00001 -0.77324 3.14222  0.119
H -0.01039 -0.92917 4.30999  0.156
C -2.41903 -2.65452 0.41977  -0.224
As -0.58243 -3.16143 0.67485  1.134
C -0.65674 -4.44369 2.11608  -0.232
C -0.05306 -4.19080 -0.87042  -0.414
C -0.95735 -4.95920 -1.59429  -0.076
C -0.52706 -5.68194 -2.69828  -0.041
C 0.80597 -5.64169 -3.08033  -0.041
C 1.71551 -4.87632 -2.36317  -0.079
C 1.29039 -4.14587 -1.25932  -0.418
As 2.53404 -3.06791 -0.23699  1.087
C 3.90063 -2.54852 -1.48738  -0.255
C 3.44830 -4.34874 0.88369  -0.242
H -3.03628 -3.54921 0.35171  0.046
H -2.50976 -2.05580 -0.48448  0.039
H -2.73172 -2.05855 1.27644  0.048
H -1.25777 -5.28892 1.78315  0.051
H -1.11778 -3.97692 2.98499  0.042
H 0.33981 -4.79887 2.37227  0.025
H -2.00166 -5.00029 -1.30964  0.109
H -1.23367 -6.27678 -3.26076  0.121
H 1.14069 -6.20500 -3.94083  0.121
H 2.75107 -4.85615 -2.67800  0.105
H 4.38852 -3.43743 -1.88344  0.043
H 4.63405 -1.93708 -0.96453  0.041
H 3.45414 -1.97080 -2.29390  0.039
H 3.81110 -5.15461 0.24701  0.050
H 2.77358 -4.76273 1.63014  0.024
H 4.29053 -3.86637 1.37789  0.044
S 2.58599 0.54175 0.44803  0.783
C 1.58268 1.55675 -0.46932  -0.579
N 1.72275 2.84673 -0.51885  -0.062
C 0.97040 3.65235 -1.49696  -0.062
C -0.44041 3.15814 -1.56647  -0.056
N -0.44309 1.70429 -1.83260  -0.055
C -1.64230 1.23089 -2.57170  -0.082
C -2.90256 1.46614 -1.77128  -0.221
C -2.94631 1.21866 -0.40330  -0.042
C -4.12635 1.41755 0.29801  -0.052
C -5.26728 1.85196 -0.36540  -0.058
C -5.22506 2.09282 -1.73098  -0.056
C -4.04180 1.90717 -2.43297  -0.031
C 0.45577 0.92006 -1.32139  -0.559
S 0.45128 -0.77349 -1.54357  0.774
C 2.62973 3.62173 0.37236  -0.078
C 1.80313 4.56128 1.20801  -0.239
C 1.98842 5.93494 1.13813  -0.037
C 1.20377 6.78143 1.91261  -0.053
C 0.23018 6.25421 2.74640  -0.056
C 0.03962 4.87825 2.81740  -0.053
C 0.82763 4.03392 2.05326  -0.035
H 1.48345 3.58932 -2.45912  0.155
H 0.98484 4.68418 -1.15413  0.140
H -0.97818 3.64086 -2.37960  0.151
H -0.98550 3.33320 -0.63704  0.152
H -1.48876 0.18686 -2.82981  0.090
H -1.67031 1.80826 -3.49587  0.140
H -2.07173 0.87175 0.13375  0.088
H -4.14601 1.23629 1.36472  0.111
H -6.18651 2.00874 0.18234  0.114
H -6.11041 2.43414 -2.24974  0.115
H -4.01211 2.10783 -3.49771  0.119
H 3.34443 4.14718 -0.26206  0.147
H 3.17076 2.90457 0.98346  0.084
H 2.75296 6.34895 0.49066  0.121
H 1.35548 7.85092 1.86441  0.116
H -0.38031 6.91456 3.34709  0.115
H -0.71467 4.46511 3.47338  0.114
H 0.67905 2.95977 2.11624  0.110

Force components x, y, z for each atom (eV/Å):
-0.2357 0.3663 0.5934
0.0844 0.0256 0.0081
0.1389 0.0936 0.1016
-0.4752 -0.3964 -0.3996
0.1367 0.1770 0.1265
0.1885 0.0804 0.0843
-0.0288 -0.0073 -0.0053
0.0479 -0.0539 -0.0253
-0.0081 -0.0013 0.0177
-0.0493 -0.0163 -0.0146
0.0245 0.0035 -0.1821
-0.0345 -0.0486 0.0474
0.0239 -0.0232 -0.0346
0.0013 -0.0252 0.0071
0.0164 0.0055 0.0011
0.0136 0.0058 0.0003
-0.0577 -0.0323 0.0051
0.0119 -0.0532 -0.0127
0.0005 -0.0695 -0.0963
0.0516 -0.0080 -0.0486
0.0674 -0.0622 0.0090
-0.0418 0.0484 -0.0114
0.0030 -0.0106 0.0002
-0.0034 -0.0033 0.0026
-0.0013 -0.0114 0.0665
-0.0014 -0.0100 -0.0036
0.0102 -0.0103 -0.0172
0.0028 0.0086 0.0150
-0.0049 -0.0009 -0.0021
-0.0057 -0.0036 -0.0016
0.0067 0.0101 0.0029
0.0327 0.0433 -0.0257
0.0091 -0.0048 -0.0173
0.0001 -0.0038 0.0037
0.0291 -0.0167 0.0578
-0.0127 -0.0086 0.0008
-0.0007 -0.0178 0.0045
0.1208 0.0876 -0.0146
-0.4739 -0.4290 -0.2030
0.1346 0.3828 -0.0446
0.1042 -0.0655 0.1239
-0.0311 -0.1731 -0.0264
-0.3281 0.1427 -0.0615
0.1941 0.0380 0.0687
0.0342 -0.0184 -0.0761
-0.0370 -0.0358 0.0297
-0.0296 0.0058 -0.0132
0.0343 -0.0083 0.0042
0.0202 -0.0136 0.0108
-0.0531 0.0497 0.0247
0.4447 0.1418 0.2516
-0.0531 0.0468 -0.2902
-0.0268 -0.2139 -0.0751
-0.0296 -0.0192 0.0478
0.0106 0.0238 0.0124
0.0056 -0.0301 0.0044
-0.0080 -0.0058 0.0099
0.0304 0.0111 -0.0166
-0.0437 0.0297 -0.0056
-0.0297 -0.0025 -0.0193
0.0022 0.0009 0.0030
-0.0060 0.0112 0.0162
0.0214 0.0332 0.0108
-0.0263 -0.0128 0.0545
0.0019 -0.0398 -0.0420
0.0671 0.0058 -0.0019
0.0005 0.0026 0.0088
-0.0031 -0.0018 0.0045
0.0018 0.0035 -0.0072
0.0107 -0.0053 -0.0028
-0.0259 0.0396 -0.0010
0.0305 0.0504 -0.0190
-0.0009 -0.0050 -0.0068
0.0039 0.0050 -0.0084
-0.0024 0.0022 0.0027
-0.0107 0.0005 -0.0010
0.0048 -0.0039 -0.0099

total charge	+2
HOMO energy (alpha / beta)	-13.82 / -13.82	eV
ΔE to the lowest compared entry with this formula, charge and spin	0.6	kcal/mol
E_LUMO (alpha / beta)	-6.70 / -6.84	eV
multiplicity	4
HOMO-LUMO gap (alpha / beta)	7.1225 / 6.9777	eV

=====

A molecular structure, C29H37BBaN10O3 at a distorted geometry. Source: OMol25; level of theory: wB97M-V/def2-TZVPD.

Last column: Löwdin charge in e.
Atoms and positions in Å:
Ba 0.51290 0.00219 1.48373  2.059
C -1.34553 4.11192 2.29955  -0.067
C -1.52858 2.74055 2.02563  -0.169
N -0.52635 2.01779 2.53104  -0.191
N 0.31667 2.90098 3.13720  -0.043
C -0.15644 4.16243 3.00636  -0.086
B 1.65001 2.47016 3.84871  -0.500
N 2.78950 2.27971 2.78422  -0.038
C 3.91989 3.00716 2.64590  -0.088
C 4.59733 2.55444 1.52594  -0.074
C 3.78129 1.51904 1.02539  -0.166
N 2.69751 1.35513 1.78799  -0.139
N 1.44629 1.15862 4.66506  -0.049
C 1.49029 1.05326 6.01314  -0.086
C 1.34155 -0.27766 6.35014  -0.068
C 1.20223 -0.93180 5.11136  -0.168
N 1.25663 -0.07142 4.09497  -0.089
H -1.99081 4.94105 2.03174  0.089
H -2.33397 2.24817 1.48424  0.110
H 0.38639 5.00372 3.42920  0.120
H 1.98595 3.35844 4.60434  0.115
H 4.16866 3.78254 3.36337  0.118
H 5.53515 2.92169 1.13148  0.086
H 3.93598 0.87372 0.16188  0.110
H 1.63968 1.93298 6.63025  0.119
H 1.32942 -0.71092 7.34133  0.089
H 1.06093 -1.98978 4.91545  0.098
C 2.41497 4.42592 -1.48847  -0.020
N 1.74405 3.29869 -2.15885  -0.122
C 1.98541 3.15383 -3.59545  -0.041
C 1.03895 2.41472 -1.39787  -0.403
O 0.86397 2.57160 -0.19406  0.002
C 0.46022 1.15695 -2.04073  -0.098
O 1.07354 0.07118 -1.33671  -0.208
C 0.51671 -1.19303 -1.71738  -0.137
C 1.09833 -2.24528 -0.77676  -0.415
O 1.50393 -1.90393 0.34955  -0.235
N 1.11995 -3.52180 -1.18326  -0.111
C 1.66286 -4.55875 -0.29756  -0.010
C 0.57588 -3.93639 -2.48791  -0.022
H 3.49849 4.35606 -1.63694  0.094
H 2.20421 4.39925 -0.42499  0.082
H 2.06483 5.37337 -1.90554  0.089
H 2.92259 2.62865 -3.80719  0.097
H 2.05228 4.14591 -4.03513  0.087
H 1.17022 2.63810 -4.09388  0.077
H 0.64556 1.05742 -3.10401  0.110
H -0.61597 1.15647 -1.86211  0.106
H 0.74237 -1.41227 -2.75820  0.113
H -0.56795 -1.17672 -1.57469  0.093
H 2.10848 -4.09509 0.56933  0.083
H 2.41890 -5.13181 -0.82973  0.092
H 0.87201 -5.23354 0.03232  0.100
H -0.46482 -3.62553 -2.60485  0.081
H 0.60319 -5.02030 -2.53413  0.092
H 1.15894 -3.55432 -3.32597  0.094
C -2.99813 -0.01925 -2.30143  -0.189
N -2.40214 -0.40932 -1.01077  0.008
C -3.14398 -1.14359 -0.26886  -0.126
C -2.77465 -1.72735 0.99210  -0.359
C -3.62537 -2.51688 1.78067  -0.082
C -2.88105 -2.89669 2.90847  -0.112
C -1.61578 -2.30936 2.71991  -0.232
N -1.53765 -1.59932 1.57810  -0.171
C -3.14732 -1.18768 -3.24895  -0.213
C -4.38729 -1.75441 -3.52701  -0.042
C -4.49866 -2.84991 -4.38563  -0.080
C -3.36373 -3.39008 -4.97579  -0.092
C -2.11326 -2.83319 -4.70067  -0.093
C -2.01191 -1.74275 -3.84449  -0.057
H -2.34550 0.71411 -2.76874  0.091
H -3.95919 0.47205 -2.16275  0.113
H -4.16926 -1.38531 -0.57492  0.124
H -4.66254 -2.76005 1.55216  0.094
H -3.19491 -3.51507 3.74142  0.080
H -0.74783 -2.39554 3.38685  0.075
H -5.27913 -1.33512 -3.06804  0.111
H -5.47507 -3.27958 -4.59033  0.103
H -3.44972 -4.23184 -5.65493  0.100
H -1.21902 -3.25201 -5.15634  0.102
H -1.03162 -1.30532 -3.62849  0.087

Force components x, y, z for each atom (eV/Å):
-0.6476 -0.1077 -0.4984
-0.0321 -0.1708 -0.0548
0.2526 0.2299 0.2059
-0.7227 2.0382 0.9098
-0.1117 0.0297 -0.0112
0.0406 -0.3385 -0.0162
-0.0266 -0.0704 -0.1447
-0.0316 -0.1416 -0.1769
-0.2203 -0.1836 -0.0065
-0.1744 -0.1103 -0.0831
-0.0391 0.0880 0.3228
1.5628 1.1269 0.3766
-0.0161 -0.0746 -0.1012
0.0589 -0.0805 -0.3487
-0.0401 -0.0810 -0.1088
-0.0360 0.1817 0.0120
0.2960 0.4732 1.1201
0.1761 -0.2311 0.0628
0.2130 0.1136 0.1627
-0.1704 -0.2775 -0.1056
-0.0698 -0.1847 -0.1756
-0.1001 -0.1826 -0.2076
-0.1545 -0.0992 0.0817
-0.0563 0.2124 0.2368
-0.0458 -0.2255 -0.1822
0.0076 0.0739 -0.2118
0.0186 0.2127 0.0549
-0.0527 -0.2697 -0.3513
-0.0448 -0.0269 0.1571
0.0555 0.0552 0.3329
0.2071 0.3308 0.1947
-0.0269 -0.2371 -0.4669
0.1556 -0.1554 0.3766
-0.3252 -0.3170 -0.3066
0.6239 0.1055 0.4646
0.2828 0.0272 0.6033
0.5546 -1.3567 -1.6204
-0.0337 -0.0842 -0.3434
-0.2925 0.1032 -0.2944
-0.0541 0.0465 0.4641
-0.1343 -0.0266 -0.0053
-0.0637 -0.1076 -0.0097
-0.0110 -0.0655 -0.0100
-0.0420 0.0078 0.0695
0.0041 0.0944 0.0019
0.0074 0.0423 0.0379
0.0967 -0.0682 -0.1924
-0.0180 0.0050 0.0792
0.2176 -0.0102 -0.1419
-0.1076 -0.0068 0.0981
0.0459 0.1490 0.0967
0.0525 -0.0309 -0.0795
-0.0468 0.0294 -0.0333
0.0979 0.0006 0.0635
-0.0015 -0.0659 0.0383
0.1063 0.0720 0.0320
0.0620 -0.2378 0.2020
0.1239 0.2179 -0.4096
-0.0590 -0.2485 0.6425
-0.1259 0.1114 -0.2081
-0.0831 -0.1154 0.2281
0.1178 0.1528 -0.3394
0.0797 -0.1770 0.2517
-0.7977 -0.6494 -0.0242
0.0578 -0.0755 -0.0857
-0.0135 -0.1168 -0.0616
0.0757 0.1133 0.0935
0.1080 0.1061 0.0477
-0.1527 0.0329 0.0443
0.1086 0.0201 -0.1352
0.0660 0.1523 -0.0759
-0.2474 0.0365 0.0606
-0.0463 -0.0211 -0.0489
0.3081 0.0406 0.0702
0.0476 0.1319 -0.1494
-0.3759 0.0904 -0.2555
0.0930 -0.0452 -0.0669
0.1207 0.0675 0.0221
0.0192 0.0583 0.0866
-0.1251 0.0642 0.0243
-0.5458 -0.1700 -0.2816

HOMO energy	-6.79	eV
ΔE to the lowest compared entry with this formula, charge and spin	49.2	kcal/mol
E_LUMO	0.16	eV
HOMO-LUMO gap	6.9446	eV

=====

A molecular structure, C29H37BN9O6S4Y at a distorted geometry. Source: OMol25; level of theory: wB97M-V/def2-TZVPD.

Last column: Löwdin charge in e.
Atoms and positions in Å:
Y 0.00290 -0.38630 0.67530  0.938
C 3.40290 -3.20660 -2.82970  -0.032
C 1.89790 -3.48160 -2.74530  -0.537
C 1.54730 -4.64960 -3.66980  -0.040
C 1.46180 -3.83750 -1.32500  -0.041
N 1.19640 -2.25570 -3.15740  0.009
C 0.39720 -2.12210 -4.26030  -0.030
C -0.00400 -0.83230 -4.31810  -0.063
N 0.53290 -0.16110 -3.25560  0.007
B 0.22670 1.34340 -3.05900  -0.581
N -1.21320 1.55820 -2.54090  0.011
C -1.86020 2.74080 -2.77310  -0.052
C -3.08130 2.67350 -2.20310  -0.043
N -3.20650 1.43900 -1.61370  0.011
C -2.04780 0.77230 -1.82860  -0.657
S -1.69510 -0.85530 -1.42740  0.724
C -4.37220 1.14030 -0.75870  -0.538
C -4.42480 -0.31030 -0.28970  -0.096
C -4.27820 2.07500 0.45170  -0.026
C -5.64340 1.42360 -1.56840  -0.028
N 1.28810 2.04270 -2.16840  0.012
C 2.48390 2.41040 -2.72540  -0.056
C 3.14670 3.18100 -1.83920  -0.040
N 2.36580 3.30170 -0.71500  0.012
C 1.24160 2.57640 -0.92970  -0.644
S -0.05680 2.33070 0.15140  0.680
C 2.73750 4.25020 0.35160  -0.541
C 2.54290 5.65590 -0.23230  -0.019
C 1.89080 4.10050 1.61080  -0.087
C 4.20520 4.02200 0.72510  -0.022
C 1.24770 -1.04880 -2.54530  -0.669
S 2.11980 -0.67300 -1.11950  0.720
H 3.95130 -4.07820 -2.48370  0.091
H 3.67450 -2.35050 -2.21550  0.028
H 3.69310 -2.99760 -3.85920  0.091
H 2.12050 -5.51700 -3.35000  0.094
H 1.81190 -4.44620 -4.70550  0.085
H 0.49060 -4.89750 -3.60330  0.093
H 1.80500 -4.83180 -1.06380  0.098
H 0.37750 -3.81170 -1.24650  0.101
H 1.86720 -3.13660 -0.60260  0.016
H 0.16330 -2.93670 -4.90920  0.116
H -0.62710 -0.33670 -5.02990  0.127
H 0.28630 1.85310 -4.13500  0.127
H -1.39170 3.53010 -3.32190  0.128
H -3.85660 3.40890 -2.18700  0.121
H -3.59930 -0.55120 0.37510  -0.005
H -4.40890 -1.00150 -1.12910  0.068
H -5.34970 -0.45420 0.26360  0.094
H -3.33980 1.91800 0.97890  0.021
H -5.09390 1.86990 1.13820  0.096
H -4.32140 3.11890 0.15170  0.083
H -5.62430 0.86980 -2.50390  0.095
H -5.76390 2.48030 -1.78710  0.073
H -6.51010 1.10080 -0.99850  0.090
H 2.76250 2.09550 -3.70920  0.128
H 4.10660 3.64210 -1.93180  0.120
H 1.48990 5.82620 -0.45180  0.091
H 3.11430 5.77730 -1.15100  0.080
H 2.87280 6.40310 0.48450  0.091
H 0.86060 4.39680 1.43440  0.044
H 2.30530 4.74390 2.38340  0.091
H 1.91120 3.07490 1.97190  0.054
H 4.88370 4.30650 -0.07280  0.075
H 4.37890 2.98010 0.97820  0.074
H 4.44090 4.63300 1.59270  0.092
S -1.97690 0.15280 2.39050  0.586
C -0.82270 -0.26590 3.48390  -0.915
N -0.01340 -0.57020 4.25330  0.080
O -0.13600 -4.60230 1.98920  0.102
C 0.34110 -3.51480 1.78880  -0.597
O -0.19410 -2.51210 1.19910  -0.209
C 1.83420 -3.21530 2.11070  -0.071
C 2.14990 -1.88570 2.34870  0.002
C 3.42670 -1.40340 2.07970  -0.142
C 4.47590 -2.28410 1.85650  0.104
C 4.17820 -3.64110 1.82990  -0.110
C 2.86590 -4.11110 1.86780  0.084
N 5.26960 -4.58340 1.66910  -0.362
O 6.39230 -4.13620 1.69430  0.092
O 4.98560 -5.75030 1.53310  0.097
N 3.54770 0.00560 1.88680  -0.315
O 2.49110 0.61630 1.68490  -0.045
O 4.63790 0.52010 1.85650  0.132
H 1.40490 -1.23300 2.79600  0.059
H 5.48480 -1.93540 1.68820  0.137
H 2.65490 -5.16080 1.72540  0.140

Force components x, y, z for each atom (eV/Å):
0.2348 -0.4573 -0.3079
-0.0965 0.0019 -0.0150
0.5212 -0.4355 0.3444
-0.0285 0.3148 0.0440
0.0385 0.0544 0.0060
-0.3022 0.6486 0.0232
-0.4270 0.3160 -0.4633
0.0111 -0.4098 -0.2925
0.4252 -0.3250 -0.2279
-0.0163 -0.3333 0.4943
-0.5588 -0.1884 -0.0919
-0.3571 0.1883 0.1054
0.3689 0.5577 -0.3687
0.6754 -0.0225 -0.3092
0.2009 -0.2990 -0.2250
0.2496 -0.4383 0.6646
-0.5729 -0.1502 0.3857
0.0763 0.0669 0.0638
0.0439 -0.1480 -0.1107
0.1998 -0.0142 0.0299
0.1126 0.5996 0.1162
0.3819 0.2947 0.0549
0.1990 -0.2655 -0.6740
-0.2665 -0.6206 -0.3551
-0.4371 -0.1299 -0.0203
-0.5296 -0.1580 0.5138
0.0798 0.5477 0.4644
0.0076 -0.1780 0.0679
0.0183 -0.0402 -0.0238
-0.1590 -0.0391 -0.0646
0.3653 0.2073 0.2121
0.1491 0.2243 0.5344
0.0833 -0.1197 0.0428
0.0514 -0.1033 0.0071
0.0117 -0.0329 -0.0816
0.0017 -0.0032 0.0574
0.0095 0.0249 -0.0970
-0.1188 -0.0607 -0.0352
0.0776 -0.2599 -0.0258
-0.1426 -0.0693 0.0329
-0.0187 -0.0533 -0.0579
-0.0173 -0.1524 -0.1319
-0.1850 0.0956 -0.2042
0.0266 0.1374 -0.2651
0.0479 0.1980 -0.1274
-0.1447 0.0920 0.0675
-0.1433 -0.0713 -0.0789
-0.0393 -0.0358 0.0395
-0.1438 0.0939 0.0289
0.0334 0.0180 0.0266
-0.1318 -0.0017 0.0839
-0.0600 0.1198 -0.0241
-0.0260 -0.0620 -0.1071
-0.0392 0.1276 -0.0589
-0.0570 0.0014 0.0784
0.0809 -0.0428 -0.1962
0.1310 0.0947 0.0171
-0.0641 0.0243 -0.0255
0.0483 0.0607 -0.0406
0.0320 0.0795 0.0826
0.0419 -0.0374 0.1020
0.1281 0.1280 -0.0028
-0.0379 0.0494 0.0564
0.1171 0.0464 -0.1104
0.0118 -0.1254 0.0674
0.0349 0.0508 0.0389
-0.9219 0.4517 -0.3594
0.0625 -0.0554 0.4602
0.5411 -0.1004 0.1992
-0.0740 -0.2989 0.0551
1.0651 -0.5008 0.3903
-0.3657 0.9027 -0.2246
-0.2345 0.2402 -0.2439
0.3272 0.0339 -0.0662
-0.4768 -1.7088 0.3299
0.1360 0.1780 -0.0519
-0.9192 0.8006 0.0665
0.0410 -0.0060 0.2634
0.1396 -0.1573 -0.0838
0.4932 0.1068 -0.0233
-0.0702 -0.3804 -0.0653
-0.0651 0.7380 -0.1632
0.1418 0.1403 0.0768
0.0257 0.0343 0.0929
-0.0167 0.0453 -0.3113
-0.0354 -0.0057 -0.0149
-0.0007 -0.0387 -0.0604

HOMO energy	-8.41	eV
E_LUMO	-1.44	eV
HOMO-LUMO gap	6.9740	eV